Entry 1:
Molecular formula: C40H44BrCdN9O4S2
Method: DFT, ωB97M-V/def2-TZVPD

ORCA input file:
```
! wB97M-V def2-TZVPD RIJCOSX def2/J DEFGRID3
* xyz 0 1
Cd -15.6105 -2.2672 18.8905
Br -13.5286 4.1939 21.6416
C -14.6867 2.7170 21.6491
C -15.8165 2.6608 20.8169
C -16.4201 1.4048 20.6314
C -15.9932 0.3020 21.3126
C -14.9406 0.3871 22.2086
C -14.2867 1.6059 22.3943
N -16.6117 -0.9358 21.0389
C -17.8353 -1.1094 21.4053
C -18.4935 -2.3692 21.1234
C -19.4977 -2.7991 21.9620
C -20.0208 -4.0852 21.7562
C -19.4886 -4.8595 20.7414
C -18.4588 -4.3207 19.9788
N -17.9695 -3.1261 20.1430
H -16.1351 3.4865 20.2289
H -17.2702 1.3273 19.9205
H -14.6514 -0.4941 22.8284
H -13.3981 1.6808 23.0265
H -18.3576 -0.3348 22.0127
H -19.8112 -2.1595 22.8187
H -20.7854 -4.4806 22.4133
H -19.9376 -5.8287 20.3997
H -18.0845 -4.8757 19.1293
C -10.7371 -5.3506 17.3854
C -11.5769 -4.1309 17.0122
C -12.7805 -4.3550 16.1171
C -12.6200 -4.7198 14.7496
C -13.6844 -4.8589 13.9142
C -14.9529 -4.7766 14.4390
C -15.1975 -4.5970 15.7719
C -16.6120 -4.6791 16.2996
C -16.7486 -6.0228 17.0604
C -14.0852 -4.3151 16.6178
N -14.3146 -4.0118 17.9794
C -14.0123 -4.9605 18.8133
C -14.3059 -4.7551 20.1763
C -14.0596 -5.5695 21.2852
C -14.4840 -4.8791 22.4055
C -15.0393 -3.6644 21.9359
N -14.9331 -3.6200 20.6008
H -9.9434 -5.0892 18.0925
H -10.1851 -5.8856 16.5917
H -11.4542 -6.0808 17.8648
H -10.9625 -3.3655 16.5353
H -11.9108 -3.6628 17.9356
H -11.6204 -4.8265 14.3613
H -13.4438 -5.1198 12.8741
H -15.8176 -4.9243 13.7854
H -17.3521 -4.5902 15.5016
H -16.7379 -3.8614 17.0166
H -16.4110 -6.8590 16.4190
H -17.7866 -6.2355 17.3074
H -16.1412 -6.0339 17.9892
H -13.5867 -5.8687 18.4590
H -13.5415 -6.5067 21.2774
H -14.3742 -5.2853 23.4148
H -15.4445 -2.8451 22.5347
C -16.9070 0.2909 12.7734
C -16.2681 -0.2764 13.9968
C -14.9126 -0.5017 13.9886
C -14.4431 -1.1854 15.1172
N -15.1951 -1.5334 16.1416
C -16.4766 -1.1031 16.0850
S -17.3794 -1.1605 17.5845
N -17.0603 -0.5776 15.0412
H -16.6437 -0.3308 11.9123
H -16.6310 1.3250 12.6067
H -17.9975 0.3628 12.8876
H -14.2579 -0.2264 13.1778
H -13.3990 -1.4428 15.1146
C -8.3390 -3.4158 14.3763
C -9.3716 -2.2841 14.4873
S -8.9344 -1.3547 15.9543
O -7.8645 -0.4079 15.6996
O -8.8702 -2.3387 17.0195
C -10.5397 -0.4803 16.1693
C -10.6221 0.0119 17.6405
N -11.9766 0.0650 18.1220
C -12.6184 -0.8045 18.9269
N -13.9102 -0.5723 19.0669
C -14.1805 0.4396 18.1897
C -13.0222 0.8372 17.6320
N -12.8687 1.8473 16.6594
O -13.9090 2.2200 16.1216
O -11.7282 2.2481 16.3951
C -11.9068 -1.8214 19.7743
H -8.4756 -3.8554 13.4253
H -8.4441 -4.1281 15.1727
H -7.3103 -3.0206 14.4166
H -10.4344 -2.6615 14.5048
H -9.2754 -1.5675 13.6811
H -11.3084 -1.2082 16.0307
H -10.6208 0.3572 15.4541
H -10.1902 0.9501 17.8193
H -10.0846 -0.6424 18.3145
H -15.2052 0.7682 18.0859
H -11.6317 -1.2535 20.6573
H -11.0237 -2.2247 19.2891
H -12.6205 -2.5845 20.0580
*
```

LUMO energy = -0.574 eV
relative energy (zero: lowest compared OMol25 entry of this formula, charge and spin) = 0.000 eV

Mulliken population analysis, charges in e, atoms 1 to 5:
1 Cd 4.659
2 Br -0.192
3 C 0.049
4 C -0.834
5 C 0.318

---

Entry 2:
Molecular formula: C40H44F8N4O24
Method: DFT, ωB97M-V/def2-TZVPD

ORCA input file:
```
! wB97M-V def2-TZVPD RIJCOSX def2/J DEFGRID3
* xyz 0 1
O -26.9418 -19.6408 -10.0139
C -27.3504 -18.6953 -10.6774
O -27.6086 -17.4600 -10.2348
C -28.2684 -16.7525 -11.2026
C -28.0221 -17.4891 -12.4021
F -26.8888 -16.9620 -12.9246
O -27.7324 -18.8542 -11.8382
H -29.2760 -16.8702 -10.8040
H -28.1935 -15.6662 -11.2517
H -28.8140 -17.3811 -13.1432
O -30.1854 -27.8186 -12.1177
C -29.0281 -27.4390 -12.3433
O -27.8844 -28.1349 -12.0401
C -26.8134 -27.5096 -12.7053
C -27.2625 -26.0209 -12.6539
F -26.7373 -25.4376 -13.7234
O -28.6486 -26.2261 -12.8144
H -25.7719 -27.6775 -12.4313
H -26.8326 -27.9013 -13.7223
H -26.8834 -25.5884 -11.7280
O -25.4228 -27.2652 -5.0531
C -26.2338 -27.5357 -4.1982
O -27.1691 -28.4807 -4.2158
C -27.8681 -28.4580 -2.9856
C -27.5125 -27.0727 -2.3814
F -27.1778 -27.2319 -1.1641
O -26.3180 -26.7786 -3.1150
H -28.9572 -28.4995 -2.9923
H -27.4102 -29.1813 -2.3108
H -28.4575 -26.5296 -2.3728
O -18.6418 -12.2328 -9.3880
C -18.7370 -13.4547 -9.5576
O -18.5445 -14.4206 -8.6510
C -19.2337 -15.6257 -9.0755
C -19.0273 -15.4896 -10.5547
F -19.9933 -16.2162 -11.1132
O -19.1230 -14.0408 -10.6629
H -18.8831 -16.5935 -8.7171
H -20.2190 -15.5221 -8.6210
H -18.0497 -15.8268 -10.8992
O -12.5334 -16.5082 -9.8289
C -11.8580 -15.4656 -9.7944
O -10.8198 -15.1527 -10.4931
C -10.1139 -14.1220 -9.9641
C -11.3357 -13.3605 -9.3085
F -11.9307 -12.6093 -10.2917
O -12.1759 -14.4087 -8.9184
H -9.4776 -14.6111 -9.2266
H -9.5970 -13.5529 -10.7369
H -11.2019 -12.5852 -8.5541
O -12.7174 -24.4343 -13.6717
C -11.8347 -25.2068 -13.4044
O -11.5544 -25.9739 -12.2735
C -10.2696 -26.4225 -12.3303
C -10.1143 -26.7288 -13.8041
F -10.4246 -27.9303 -14.1160
O -11.0255 -25.7431 -14.4165
H -9.5482 -25.7240 -11.9063
H -10.3257 -27.2167 -11.5859
H -9.0909 -26.5712 -14.1445
O -19.1820 -26.7027 -22.2892
C -19.1136 -25.6783 -21.6543
O -19.3860 -24.4465 -22.1144
C -18.8309 -23.4859 -21.2391
C -18.7217 -24.2948 -19.9016
F -19.7981 -24.0778 -19.1839
O -18.7417 -25.6330 -20.4085
H -17.8817 -23.0987 -21.6096
H -19.6256 -22.7577 -21.0771
H -17.7722 -24.2252 -19.3710
O -20.9617 -17.5578 -17.9059
C -22.0116 -18.1076 -18.2620
O -22.5512 -19.1696 -17.7282
C -23.6312 -19.6125 -18.4607
C -23.9475 -18.4892 -19.3329
F -24.9559 -17.7031 -18.9072
O -22.7788 -17.7254 -19.2963
H -23.2054 -20.4920 -18.9438
H -24.4724 -20.0058 -17.8899
H -24.2494 -18.7408 -20.3496
C -18.7618 -29.7166 -14.9850
C -19.8864 -28.9152 -15.0766
C -19.7825 -27.8684 -14.1774
N -18.5879 -27.9652 -13.5126
C -17.9960 -29.0891 -13.9982
H -18.4649 -30.5636 -15.5857
H -20.5994 -28.9608 -15.8865
H -20.5042 -27.0880 -13.9864
H -18.3987 -27.3404 -12.7419
H -17.0537 -29.3564 -13.5434
C -19.4014 -22.2859 -8.7203
C -20.2346 -22.6362 -9.6835
C -19.6932 -22.1889 -10.8909
N -18.5076 -21.6722 -10.6521
C -18.2947 -21.8334 -9.3395
H -19.5935 -22.5226 -7.6842
H -21.1921 -23.1326 -9.6261
H -19.9657 -22.1348 -11.9345
H -17.8815 -21.2059 -11.2929
H -17.3268 -21.5831 -8.9309
C -11.4476 -17.1809 -18.3257
C -12.2986 -17.6090 -19.2736
C -13.2550 -18.4073 -18.6338
N -12.9462 -18.4132 -17.3520
C -11.7868 -17.7312 -17.0947
H -10.6033 -16.5161 -18.4332
H -12.1661 -17.5553 -20.3441
H -14.1642 -18.9102 -18.9285
H -13.5066 -18.7297 -16.5736
H -11.3501 -17.6554 -16.1098
C -20.8793 -17.6296 -1.4508
C -21.4526 -18.3539 -0.3375
C -21.8880 -17.3967 0.5707
N -21.8808 -16.2093 -0.1317
C -21.0599 -16.2717 -1.2689
H -20.3428 -17.9608 -2.3276
H -21.3916 -19.4097 -0.1184
H -22.1411 -17.4099 1.6206
H -22.0213 -15.3445 0.3707
H -20.6181 -15.4701 -1.8421
*
```

LUMO energy = 0.044 eV
relative energy (zero: lowest compared OMol25 entry of this formula, charge and spin) = 8.659 eV

Mulliken population analysis, charges in e, atoms 1 to 5:
1 O -0.601
2 C 0.685
3 O -0.330
4 C -0.523
5 C 0.321

---

Entry 3:
Molecular formula: C40H44GaN8O6Te
Method: DFT, ωB97M-V/def2-TZVPD

ORCA input file:
```
! wB97M-V def2-TZVPD RIJCOSX def2/J DEFGRID3
* xyz 0 2
Ga 0.2767 0.2888 0.3443
O -0.9765 3.8728 5.0749
C -0.6459 3.0817 4.0335
C 0.1077 1.9153 4.1984
C 0.3931 1.1769 3.0723
N -0.0364 1.5568 1.8788
C -0.7417 2.6669 1.6994
C -1.0804 3.4706 2.7659
C -1.0614 2.9214 0.2209
O -1.7170 3.9040 -0.0769
O -0.5732 2.0138 -0.5326
C 1.2150 -0.1069 3.0228
O 1.5418 -0.6519 4.0601
O 1.4834 -0.4613 1.8149
H -0.5992 3.5211 5.8895
H 0.4760 1.5823 5.1608
H -1.6488 4.3753 2.6071
C -1.5055 -1.1048 6.1819
C -2.1464 -2.4583 5.8903
C -1.0820 -3.5348 5.7134
C -3.1017 -2.4005 4.6965
N -2.4309 -2.0517 3.4522
C -2.0461 -0.8637 2.9790
N -1.3527 -1.0565 1.8853
N -1.3194 -2.3917 1.6922
N -1.9542 -2.9946 2.6226
H -0.9681 -1.1406 7.1302
H -2.2516 -0.3078 6.2517
H -0.7704 -0.8419 5.4169
H -2.7840 -2.7281 6.7397
H -0.4238 -3.3025 4.8742
H -1.5243 -4.5154 5.5323
H -0.4606 -3.5984 6.6071
H -3.8872 -1.6612 4.8606
H -3.5721 -3.3664 4.5197
H -2.2700 0.0828 3.4417
N 4.0519 0.7170 -1.3508
C 3.3037 1.2719 -2.3678
C 2.0310 1.3224 -1.9028
N 2.0043 0.8111 -0.6247
C 3.2320 0.4481 -0.3233
H 5.0355 0.5139 -1.3729
H 3.7387 1.5715 -3.3033
H 1.1337 1.6940 -2.3678
H 3.5302 -0.0209 0.5984
C -6.0053 1.2341 -7.9498
C -5.1590 0.9358 -6.7431
C -5.4286 1.5275 -5.5149
C -4.6734 1.2447 -4.3843
C -4.9853 1.9573 -3.0951
C -3.6137 0.3290 -4.4791
Te -2.2793 0.0291 -2.7940
N -0.5800 -0.7464 -0.9063
C -0.3586 -1.8026 -1.5961
O -1.0981 -2.0483 -2.6545
C 0.7490 -2.8058 -1.4073
C 0.9543 -3.7775 -2.3888
C 1.9784 -4.7023 -2.2685
C 2.8146 -4.6761 -1.1599
C 2.6051 -3.7258 -0.1718
C 1.5764 -2.8008 -0.2939
C -3.7534 -0.9515 -1.6210
C -4.1019 -0.4088 -0.3820
C -3.5174 0.8730 0.1300
C -5.0504 -1.0651 0.4006
C -5.6536 -2.2372 -0.0137
C -6.6670 -2.9433 0.8435
C -5.2956 -2.7541 -1.2523
C -4.3604 -2.1391 -2.0771
C -4.0628 -2.7870 -3.3976
C -3.3074 -0.2515 -5.7139
C -2.1774 -1.2268 -5.9214
C -4.0908 0.0578 -6.8256
H -6.6308 2.1116 -7.7875
H -6.6653 0.3947 -8.1790
H -5.3891 1.4144 -8.8315
H -6.2435 2.2400 -5.4369
H -5.7966 2.6717 -3.2356
H -4.1182 2.5081 -2.7155
H -5.2888 1.2515 -2.3226
H 0.2985 -3.7846 -3.2477
H 2.1241 -5.4468 -3.0412
H 3.6112 -5.4030 -1.0614
H 3.2280 -3.7119 0.7144
H 1.4132 -2.1175 0.5247
H -2.4731 0.9565 -0.1535
H -3.5832 0.9123 1.2189
H -4.0430 1.7428 -0.2675
H -5.3166 -0.6389 1.3634
H -6.8217 -2.4194 1.7867
H -6.3447 -3.9610 1.0709
H -7.6309 -3.0142 0.3362
H -5.7578 -3.6743 -1.5943
H -4.6111 -3.7259 -3.4813
H -3.0017 -2.9990 -3.5002
H -4.3736 -2.1498 -4.2241
H -1.5494 -1.3753 -5.0413
H -1.5321 -0.8909 -6.7353
H -2.5673 -2.2092 -6.1974
H -3.8524 -0.4028 -7.7799
*
```

LUMO energy (spin up / spin down) = 0.105 / -0.130 eV
relative energy (zero: lowest compared OMol25 entry of this formula, charge and spin) = 0.857 eV
⟨S²⟩ = 0.76

Mulliken population analysis, charges in e, atoms 1 to 5:
1 Ga -0.986
2 O -0.562
3 C 0.921
4 C -0.280
5 C 0.288

---

Which value of relative energy (zero: lowest compared OMol25 entry of this formula, charge and spin) does entry 1 give? 0.000 eV

---

Which of these has the highest relative energy (zero: lowest compared OMol25 entry of this formula, charge and spin)? C40H44F8N4O24

---

The lowest relative energy (zero: lowest compared OMol25 entry of this formula, charge and spin) belongs to which entry? C40H44BrCdN9O4S2

---

Which of these has the lowest relative energy (zero: lowest compared OMol25 entry of this formula, charge and spin)? C40H44BrCdN9O4S2